Formula: C16H35BFNO16P3
Source: the OMol25 dataset
Level of theory: ωB97M-V/def2-TZVPD

Positions of all 73 atoms, in Å:
C -1.26934 1.50001 -0.23973
O -2.21476 1.72149 -1.34433
B -1.58499 1.56195 -2.66886
O -2.38553 2.05294 -3.84531
C -0.13311 0.86308 -2.99446
C 0.20097 -0.74709 -2.69640
N 1.54929 -1.39825 -3.04904
C 2.68842 -0.62924 -3.69222
F 3.95411 -1.35266 -4.04125
C 2.56295 0.98055 -4.05738
C 1.10719 1.71522 -3.68861
C 0.91328 3.30445 -4.06834
O 0.01621 3.69406 -5.01550
O 1.69810 4.39910 -3.42636
H -0.53631 2.42029 -0.04198
H -1.93150 1.43284 0.75137
H -0.69269 0.46722 -0.29052
H -2.64193 1.18693 -4.32202
H -0.64722 -1.39015 -2.19549
H 1.66509 -2.43320 -2.85468
H 3.46356 1.56401 -4.56895
H 1.67491 5.17772 -4.07577
C -1.17934 6.41257 -1.98522
O -1.28349 7.64875 -1.31177
P 0.06526 8.50409 -1.11853
O 1.23032 7.73971 -0.57160
O -0.41397 9.74792 -0.21446
C -0.89754 9.43621 1.07591
O 0.30022 9.16646 -2.56575
C 1.48266 9.91814 -2.73770
H -1.54134 5.62223 -1.32306
H -1.80694 6.44217 -2.88035
H -0.15030 6.18721 -2.27877
H -0.27209 8.67887 1.55642
H -1.92620 9.07421 1.00459
H -0.88341 10.34360 1.68509
H 2.27396 9.26436 -3.11462
H 1.80549 10.38023 -1.79970
H 1.29591 10.70784 -3.47097
C -2.99224 -4.55439 -1.99732
O -3.28665 -3.57867 -1.02068
P -3.33188 -4.05627 0.51489
O -4.15231 -5.28075 0.77626
O -3.81796 -2.73496 1.29720
C -5.10563 -2.25213 0.97346
O -1.77860 -4.17482 0.91696
C -1.49073 -4.67143 2.20664
H -3.81979 -4.59667 -2.70971
H -2.08112 -4.26251 -2.52711
H -2.84804 -5.54637 -1.56022
H -5.82145 -3.07395 0.88475
H -5.06340 -1.69648 0.03338
H -5.43832 -1.57882 1.76758
H -1.36841 -5.75684 2.15609
H -2.28436 -4.42533 2.91880
H -0.55554 -4.22515 2.55655
C 3.62104 -6.48587 2.03062
O 3.84130 -5.90412 3.29774
P 2.73103 -6.15851 4.43382
O 1.31809 -5.90239 4.01104
O 3.24611 -5.25203 5.66147
C 3.29732 -3.85855 5.43425
O 3.03612 -7.65907 4.92742
C 2.14999 -8.20910 5.87873
H 3.60422 -5.69211 1.27976
H 4.44400 -7.17037 1.80654
H 2.67740 -7.03679 1.98712
H 2.40880 -3.51623 4.89666
H 4.19376 -3.61333 4.85933
H 3.34488 -3.34678 6.39888
H 1.34859 -8.74171 5.35938
H 1.71871 -7.43530 6.52124
H 2.69918 -8.91804 6.50481

Cartesian forces (eV/Å) of the 3 atoms listed first:
C -0.119 -0.113 2.826
O 3.920 -0.753 -3.076
B -3.766 1.466 0.132

Values from the calculation:
* net charge: +1
* orbital gap: 6.15 eV
* electronic energy: -82661.563 eV
* LUMO level: -6.17 eV

Formula: C16H35Cl5FIMgN4O8V
Source: the OMol25 dataset
Level of theory: ωB97M-V/def2-TZVPD

Positions of all 72 atoms, in Å:
Cl 2.24209 5.60654 0.68636
C 1.95668 3.77821 0.58395
I -0.17596 3.58699 1.03476
C 2.07064 3.20080 -0.94624
C 3.32204 2.14412 -0.72769
C 3.54246 1.91315 0.89412
N 2.74041 2.86108 1.49664
H 1.12843 2.50374 -1.11207
H 2.29049 3.93922 -1.82952
H 3.37498 1.18709 -1.43353
H 4.24937 2.82157 -1.05342
H 4.24774 1.09849 1.40830
H 2.65391 3.02021 2.53282
F -1.14261 6.24376 1.36340
C -3.47536 5.83502 -0.78859
O -3.77709 6.97344 -0.46492
O -3.52533 4.84659 -0.04748
O -3.07338 5.49514 -1.90730
C -4.15262 -3.39718 -2.78209
C -2.72147 -3.72870 -2.36186
C -2.40116 -3.32220 -0.92053
N -1.88586 -1.86370 -0.69881
C -0.34556 -1.86070 -0.78032
C 0.25175 -0.52832 -0.33205
C -0.22949 -0.10607 1.05121
C -1.74418 -0.12906 1.16059
C -2.32228 -1.46989 0.72610
C -2.47549 -0.88038 -1.70940
H -4.27646 -2.34393 -3.03970
H -4.42557 -3.97542 -3.67130
H -4.86850 -3.64539 -1.99199
H -1.99630 -3.33566 -3.08057
H -2.63267 -4.82202 -2.41294
H -1.62378 -3.98684 -0.52239
H -3.28663 -3.45643 -0.29103
H 0.01590 -2.65946 -0.12219
H -0.06637 -2.09846 -1.81347
H 1.34476 -0.61526 -0.31502
H 0.02501 0.25843 -1.05949
H 0.14000 0.89948 1.28201
H 0.19573 -0.78007 1.80507
H -2.17772 0.68631 0.57006
H -2.03776 0.06470 2.19852
H -3.41767 -1.44456 0.74093
H -1.97667 -2.26791 1.39814
H -3.56045 -0.88267 -1.59338
H -2.16727 -1.17211 -2.71605
H -2.09833 0.12401 -1.51415
Mg -1.53900 4.42430 -1.69946
C 2.67004 3.16127 -5.28413
Cl 1.99159 1.95849 -6.39439
Cl 1.46436 3.64603 -4.07973
Cl 4.12174 2.52660 -4.49086
H 2.95230 4.04408 -5.86346
O 0.97257 -0.81819 3.88187
H 1.49823 -1.40840 4.39035
O 1.47543 -4.36364 1.92898
H 1.89979 -4.01277 1.10507
H 0.83192 -5.08893 1.72429
H 1.04941 -3.63894 2.45383
Cl 2.86988 0.25269 -2.46989
C 3.95311 -2.63596 4.92751
O 3.06851 -1.83208 5.17589
N 4.64601 -3.27483 5.88743
N 4.31438 -2.95495 3.67158
H 5.37770 -3.93995 5.70266
H 4.40545 -3.06338 6.84711
H 3.81766 -2.49636 2.91897
H 5.04031 -3.61438 3.44707
O -5.17747 1.69624 0.47509
V -6.20459 2.93787 -0.22472
O -7.23171 4.17950 -0.92452

Cartesian forces (eV/Å) of the 3 atoms listed first:
Cl 0.471 -2.051 0.243
C -0.747 0.031 -1.806
I -0.459 0.761 -0.125

Values from the calculation:
* net charge: +1
* orbital gap: 2.31 eV
* electronic energy: -144037.202 eV
* LUMO level: -6.72 eV

Formula: C16H35CuN5O8
Source: the OMol25 dataset
Level of theory: ωB97M-V/def2-TZVPD

Positions of all 65 atoms, in Å:
Cu -17.32243 0.73494 -22.58781
C -17.88346 0.46264 -25.22162
O -18.05731 0.35564 -26.44714
O -17.30737 -0.45030 -24.49624
O -18.22932 1.46414 -24.49593
C -20.35322 -0.06025 -22.15008
O -19.17237 -0.28630 -22.04643
N -21.25702 -0.24485 -21.15905
C -22.66303 0.02026 -21.32030
C -20.88769 -0.77101 -19.87392
H -20.82443 0.40547 -23.02883
H -23.24691 -0.90223 -21.33737
H -22.88386 0.63229 -22.19529
H -23.02911 0.64021 -20.49407
H -19.83796 -1.04825 -19.79853
H -21.03753 -0.04033 -19.06965
H -21.48688 -1.64997 -19.61968
C -16.30869 0.62178 -19.14220
O -16.94926 0.57156 -20.16028
N -16.84000 0.88754 -17.91960
C -16.22182 0.45377 -16.67000
C -18.21517 1.31578 -17.79932
H -15.22770 0.41836 -19.12731
H -16.68692 -0.47601 -16.34000
H -16.28488 1.25827 -15.94180
H -15.18022 0.22721 -16.90837
H -18.75091 1.29854 -18.74584
H -18.73570 0.71378 -17.04948
H -18.28317 2.34009 -17.41210
C -15.39707 3.50730 -22.81374
O -15.84573 2.38144 -22.80216
N -15.93838 4.55203 -23.46918
C -17.18218 4.44158 -24.16461
C -15.51103 5.91447 -23.16709
H -14.53026 3.74332 -22.17204
H -18.00547 4.94504 -23.63612
H -17.56650 3.41628 -24.20097
H -17.12693 4.78620 -25.19841
H -16.19071 6.35114 -22.43225
H -14.53304 5.89742 -22.68095
H -15.41637 6.46592 -24.09792
C -18.94822 3.48651 -21.16445
O -18.45660 2.50105 -21.66281
N -18.29608 4.37538 -20.39582
C -19.00961 5.41126 -19.66787
C -16.93324 4.16280 -19.93790
H -20.00545 3.74257 -21.33380
H -19.23279 5.15678 -18.62951
H -19.94582 5.63110 -20.18151
H -18.40583 6.31966 -19.68469
H -16.54294 3.20710 -20.27659
H -16.29449 4.95768 -20.34013
H -16.90340 4.26906 -18.85298
C -14.36993 -1.28234 -22.03687
O -15.28425 -0.52416 -22.26361
N -14.05276 -2.36434 -22.77188
C -12.96589 -3.22441 -22.36657
C -14.89407 -2.75858 -23.88938
H -13.69346 -1.14087 -21.17236
H -13.18663 -3.86103 -21.50205
H -12.07418 -2.67474 -22.05368
H -12.70687 -3.83729 -23.22758
H -14.23856 -2.95387 -24.74004
H -15.46585 -3.66498 -23.66857
H -15.61340 -1.96813 -24.10369

Cartesian forces (eV/Å) of the 3 atoms listed first:
Cu -0.179 -0.344 -2.032
C 0.196 -0.682 -0.934
O 0.025 0.188 0.941

Values from the calculation:
* expectation value of S²: 0.7589
* net charge: 0
* orbital gap (alpha / beta): 7.27 / 6.91 eV
* multiplicity: 2
* electronic energy: -85628.794 eV
* LUMO level (alpha / beta): 0.19 / 0.19 eV